A structure of composition C4H5N2 in a non-equilibrium geometry, computed with ωB97M-V with the def2-TZVPD basis set.

* DFT total energy: -264.45311 hartree
* LUMO: -5.322 eV
* charge: +1
* energy relative to the best compared isomer or geometry (same formula, charge and spin): 101.8 kcal/mol

Geometry as XYZ:
```
11
C4H5N2, DFT ωB97M-V with the def2-TZVPD basis set
C 0.6014 -0.8618 1.4402
C -0.8185 0.6905 -1.1684
C 0.2349 0.3241 0.6384
C -1.0374 -0.2087 0.0975
N -0.6446 -1.3812 0.3787
N 0.5974 0.9596 -0.4697
H 1.4690 -1.3285 1.0321
H 0.3218 -1.0695 2.5429
H -0.7766 0.0500 -2.0450
H -1.3928 1.6566 -1.4081
H 1.4454 1.1689 -1.0387
```


A cluster of 4 separate species, C28H64B2N2O19P4S in total in a non-equilibrium geometry, computed with ωB97M-V with the def2-TZVPD basis set.

* DFT total energy: -4458.04628 hartree
* LUMO: -0.375 eV
* energy relative to the best compared isomer or geometry (same formula, charge and spin): 0.0 kcal/mol
* SMILES: C=C[C@@]1(P(O)(O)=S)[C@H](B(C)O)C(=O)N[C@]1(CCOC=O)B(N)O.CCOP(=O)(OCC)OCC.CCOP(=O)(OCC)OCC.CCOP(=O)(OCC)OCC

Geometry as XYZ:
```
120
C28H64B2N2O19P4S, DFT ωB97M-V with the def2-TZVPD basis set
C -2.3809 4.1893 4.4052
C -1.4392 4.7869 3.6318
C 0.0405 4.4367 3.5591
P 0.8495 5.8828 4.3258
O 2.4075 6.0187 3.8979
O 0.8410 5.5874 5.9051
S -0.0140 7.5691 3.9470
C 0.4174 3.0225 4.0851
B 0.4934 2.6955 5.6669
C 1.8097 2.7680 6.5137
O -0.6488 2.3397 6.3260
C 1.7308 2.7609 3.3543
O 2.6088 2.0112 3.6702
N 1.7520 3.5615 2.1881
C 0.4558 4.2234 2.0394
C -0.5427 3.3717 1.2011
C -0.3444 1.8626 1.2392
O -0.8256 1.3322 -0.0328
C -0.5344 -0.0049 -0.0431
O -1.1949 -0.8245 0.5350
B 0.6849 5.5444 1.1477
N -0.4083 6.3820 0.7281
O 1.9678 5.8563 0.7614
H -2.3499 4.2001 5.4900
H -3.2429 3.7191 3.9386
H -1.7608 5.5853 2.9665
H 2.9461 5.4164 4.4333
H 1.4907 6.1504 6.3437
H -0.4287 2.4137 3.7454
H 2.3812 1.8625 6.2939
H 2.4243 3.6067 6.1857
H 1.5995 2.8343 7.5785
H -1.3237 1.9728 5.7482
H 2.5446 4.1914 2.2556
H -0.4085 3.6593 0.1550
H -1.5835 3.5881 1.4380
H -0.9874 1.4213 2.0011
H 0.6967 1.5639 1.3527
H 0.3788 -0.3065 -0.5794
H -1.3185 5.9954 0.9372
H -0.3710 7.3174 1.1143
H 2.0689 6.8132 0.7421
C -3.2767 -1.5641 -4.4316
C -4.2822 -0.4323 -4.5577
O -3.6769 0.8551 -4.6485
P -2.9896 1.3611 -6.0474
O -3.8894 0.8231 -7.0822
O -3.2877 2.9503 -5.9660
C -3.8548 3.6513 -7.0780
C -5.3482 3.8437 -6.9003
O -1.5193 1.4610 -5.4876
C -1.2412 2.0354 -4.1850
C -0.8170 0.9704 -3.1999
H -2.4582 -1.4492 -5.1435
H -3.7653 -2.5230 -4.6077
H -2.8423 -1.5990 -3.4313
H -4.9321 -0.6019 -5.4175
H -4.9215 -0.4024 -3.6746
H -3.6438 3.1268 -8.0096
H -3.3516 4.6175 -7.1303
H -5.8174 2.9304 -6.5368
H -5.8171 4.1275 -7.8431
H -5.5509 4.6260 -6.1673
H -2.0967 2.5975 -3.8229
H -0.4279 2.7427 -4.3441
H -1.4460 0.0867 -3.2752
H -0.8715 1.3446 -2.1770
H 0.2105 0.6500 -3.3851
C 2.4742 -6.0441 -3.2785
C 1.4362 -4.9548 -3.4837
O 2.0161 -3.6584 -3.6711
P 2.6635 -3.2732 -5.0857
O 1.9185 -3.8612 -6.1990
O 2.3328 -1.6869 -5.0878
C 1.7495 -1.0513 -6.2285
C 0.2530 -0.8909 -6.0466
O 4.2029 -3.1568 -4.7946
C 4.6827 -2.5138 -3.5923
C 5.2500 -3.5283 -2.6245
H 3.2891 -5.9595 -3.9997
H 2.0140 -7.0269 -3.3809
H 2.9093 -5.9888 -2.2795
H 0.7887 -5.1993 -4.3268
H 0.7991 -4.8752 -2.6032
H 1.9723 -1.6092 -7.1374
H 2.2276 -0.0751 -6.3255
H -0.1853 -1.8032 -5.6397
H -0.2338 -0.6597 -6.9960
H 0.0364 -0.0950 -5.3508
H 3.8955 -1.9215 -3.1319
H 5.4611 -1.8252 -3.9169
H 4.6086 -4.4035 -2.5479
H 5.3534 -3.0883 -1.6324
H 6.2332 -3.8723 -2.9467
C -0.2640 -1.3526 3.6843
C -0.7662 -2.1901 4.8474
O -0.6160 -3.5931 4.6133
P 0.8246 -4.2755 4.7672
O 1.5917 -3.6780 5.8606
O 0.3560 -5.7431 5.2724
C 0.9699 -6.3632 6.4031
C 0.1281 -6.1851 7.6518
O 1.2245 -4.6841 3.3045
C 0.2530 -5.2612 2.4007
C -0.1240 -4.2818 1.3109
H 0.7055 -1.7040 3.3259
H -0.1679 -0.3063 3.9853
H -0.9590 -1.3898 2.8464
H -0.2629 -1.9051 5.7729
H -1.8319 -2.0192 4.9992
H 1.9736 -5.9689 6.5578
H 1.0719 -7.4226 6.1633
H -0.2433 -5.1636 7.7279
H 0.7083 -6.4144 8.5463
H -0.7410 -6.8445 7.6284
H -0.6218 -5.6069 2.9462
H 0.7362 -6.1375 1.9711
H -0.2920 -3.2834 1.7076
H -1.0350 -4.6077 0.8084
H 0.6660 -4.2029 0.5624
```


A structure of composition C47H57F5INO4PSbSi3TeTl in a non-equilibrium geometry, computed with ωB97M-V with the def2-TZVPD basis set.

* DFT total energy: -4868.58387 hartree
* LUMO (spin up / spin down): 1.932 / 1.937 eV
* charge: -1
* energy relative to the best compared isomer or geometry (same formula, charge and spin): 164.7 kcal/mol

Geometry as XYZ:
```
122
C47H57F5INO4PSbSi3TeTl, DFT ωB97M-V with the def2-TZVPD basis set
Tl -1.0144 -0.2790 -1.6863
I 4.4907 -0.4249 0.9667
C 5.1674 -2.1416 -0.0353
C 6.3019 -1.9060 -0.7629
C 7.0695 -2.9601 -1.2971
C 6.7171 -4.2386 -1.0099
C 5.5359 -4.5197 -0.2785
C 5.2321 -5.8728 0.0030
C 4.0819 -6.2036 0.6505
C 3.1629 -5.1890 0.9599
C 3.3959 -3.8612 0.7120
P 1.9058 -2.7057 0.7432
C 0.8953 -3.3187 2.0988
C -0.2089 -5.3891 2.7502
C -1.1993 -5.9188 3.7457
C -2.4406 -5.1511 3.9422
C -2.6317 -3.9477 3.4057
C -1.6695 -3.2851 2.5094
C 1.1793 -3.4544 -0.7675
C 0.5084 -4.6716 -0.8544
C 0.0222 -5.1251 -2.0697
C 0.2081 -4.3758 -3.2229
C 0.8845 -3.1682 -3.1528
C 1.3631 -2.7126 -1.9328
C 4.6621 -3.4765 0.1532
H 6.6457 -0.8888 -0.8895
H 7.9516 -2.7391 -1.8825
H 7.3259 -5.0721 -1.3389
H 5.9316 -6.6340 -0.3205
H 3.8463 -7.2363 0.8740
H 2.2029 -5.4701 1.3763
H 0.8283 -5.4949 3.0433
H -0.8096 -6.3935 4.6398
H -3.1930 -5.5720 4.5987
H -3.5381 -3.3983 3.6330
H -1.5983 -2.2063 2.5844
H 0.3424 -5.2738 0.0286
H -0.5134 -6.0652 -2.1087
H -0.1815 -4.7283 -4.1693
H 1.0259 -2.5689 -4.0436
H 1.8794 -1.7595 -1.8776
C 5.8542 -2.1431 4.7674
C 4.4910 -1.6031 4.4337
C 4.2502 -0.2383 4.4923
C 2.9949 0.2738 4.1979
C 1.9827 -0.5825 3.8086
C 2.2128 -1.9527 3.7273
N 1.1283 -2.7988 3.3762
C -0.4250 -4.0346 2.0789
C -0.8836 -6.7039 2.4593
C -1.8661 -6.9966 1.4227
C -2.5817 -6.1103 0.6457
C -2.4468 -4.7501 0.4808
C -1.5150 -3.7654 1.0524
C -1.3617 -2.5558 0.1079
O -2.0345 -2.5621 -0.9396
O -0.5853 -1.6236 0.4568
C 3.4600 -2.4819 4.0753
C 3.6906 -3.9634 4.1748
H 6.5431 -1.3330 5.0026
H 6.2690 -2.7070 3.9289
H 5.8210 -2.8209 5.6235
H 5.0538 0.4291 4.7805
H 2.8100 1.3388 4.2611
H 1.0088 -0.2033 3.5338
H 0.2677 -2.5951 3.8696
H -0.2517 -7.5563 2.6880
H -2.1028 -8.0487 1.3101
H -3.3553 -6.5616 0.0308
H -3.1305 -4.2790 -0.2113
H 2.7999 -4.5180 3.8939
H 3.9521 -4.2278 5.2034
H 4.5113 -4.2930 3.5373
O 0.7727 0.9988 1.2583
C 0.9942 1.4132 0.2346
C 1.5051 4.4180 2.1496
Si 1.5563 4.6403 0.2947
C 1.7043 6.5034 -0.0159
C 3.1341 3.9316 -0.4250
Sb -0.6724 4.2640 -0.9708
Si -2.7644 5.2877 0.4369
C -2.4068 4.4073 2.0405
C -2.2268 7.0860 0.6000
C -4.5679 5.4235 -0.0175
Si -0.0820 3.9741 -3.4597
C 1.2781 2.6946 -3.4396
C -1.4100 3.5292 -4.6620
C 0.6529 5.6436 -3.9138
H 2.4403 4.8140 2.5540
H 1.4127 3.3765 2.4570
H 0.6799 4.9748 2.5922
H 2.6441 6.8843 0.3906
H 0.8890 7.0672 0.4383
H 1.6965 6.7270 -1.0848
H 3.9615 4.3318 0.1675
H 3.2700 4.2606 -1.4553
H 3.1933 2.8442 -0.4067
H -1.3848 4.6090 2.3615
H -2.5488 3.3288 1.9781
H -3.0998 4.7784 2.8016
H -1.2316 7.1897 1.0351
H -2.9343 7.6149 1.2429
H -2.2248 7.5788 -0.3736
H -5.1393 4.6165 0.4443
H -4.6888 5.3414 -1.0972
H -4.9453 6.3912 0.3198
H 0.9028 1.7301 -3.0941
H 2.1065 2.9743 -2.7903
H 1.6610 2.5652 -4.4556
H -1.6071 2.4588 -4.6530
H -1.0722 3.8372 -5.6565
H -2.3394 4.0288 -4.3986
H 1.5216 5.8862 -3.2983
H -0.0841 6.4388 -3.7883
H 0.9730 5.6448 -4.9584
F -3.2279 0.6229 -0.5972
Te -3.3700 2.5251 -0.8936
F -5.0669 2.2379 -1.7426
F -4.4120 2.2252 0.8231
F -2.7714 1.8432 -2.6247
F -2.8779 4.4494 -2.3181
O -1.2682 2.4236 -0.5637
```


Q: What is the formula in the second record?
A: C28H64B2N2O19P4S